The following is a DFT calculation (the ωB97M-V functional and the def2-TZVPD basis) of 2 unconnected molecules or ions with the total composition C42H32F6N4O4 at a distorted geometry.

Positions of all 88 atoms, in Å:
F: -5.62 3.60 -4.51
C: -5.45 2.75 -3.47
F: -4.67 3.37 -2.52
F: -6.69 2.55 -2.88
C: -4.85 1.42 -3.84
N: -4.64 0.65 -2.60
C: -5.54 -0.42 -2.37
C: -5.33 -1.66 -3.00
C: -6.26 -2.69 -2.84
C: -7.41 -2.47 -2.08
C: -7.64 -1.23 -1.47
C: -6.71 -0.21 -1.62
C: -3.48 0.77 -1.87
C: -3.52 0.48 -0.49
C: -2.38 0.60 0.27
C: -1.10 0.77 -0.31
C: 0.07 0.60 0.51
C: 1.38 0.58 -0.06
C: 2.49 1.21 0.58
C: 3.75 1.22 0.01
C: 3.99 0.54 -1.20
N: 5.23 0.51 -1.79
C: 6.25 1.53 -1.51
C: 6.08 2.66 -2.48
F: 6.85 3.75 -2.21
F: 6.40 2.24 -3.75
F: 4.77 3.06 -2.52
C: 5.68 -0.63 -2.51
C: 5.56 -0.65 -3.91
C: 6.02 -1.75 -4.63
C: 6.59 -2.84 -3.96
C: 6.74 -2.80 -2.56
C: 6.31 -1.69 -1.84
C: 2.92 -0.14 -1.83
C: 1.65 -0.09 -1.29
C: -1.09 1.13 -1.70
C: -2.26 1.16 -2.45
H: -5.57 0.88 -4.45
H: -3.90 1.61 -4.35
H: -4.42 -1.79 -3.60
H: -6.08 -3.65 -3.32
H: -8.14 -3.28 -1.95
H: -8.54 -1.05 -0.89
H: -6.85 0.77 -1.16
H: -4.48 0.19 -0.04
H: -2.45 0.50 1.35
H: -0.04 0.85 1.57
H: 2.32 1.72 1.53
H: 4.58 1.72 0.52
H: 6.15 1.93 -0.50
H: 7.23 1.08 -1.68
H: 5.11 0.21 -4.40
H: 5.92 -1.75 -5.72
H: 6.92 -3.71 -4.52
H: 7.20 -3.64 -2.04
H: 6.43 -1.62 -0.76
H: 3.12 -0.67 -2.76
H: 0.84 -0.59 -1.82
H: -0.16 1.39 -2.20
H: -2.23 1.42 -3.51
C: -0.13 -0.87 2.87
C: -1.42 -0.78 3.51
C: -2.57 -1.34 2.86
C: -3.85 -1.10 3.32
C: -4.05 -0.33 4.48
N: -5.36 0.05 4.88
O: -5.49 0.75 5.91
O: -6.33 -0.32 4.18
C: -2.94 0.15 5.21
C: -1.66 -0.11 4.76
C: 1.08 -0.64 3.63
C: 1.30 0.64 4.22
C: 2.47 0.93 4.90
C: 3.46 -0.07 5.04
N: 4.67 0.26 5.71
O: 5.55 -0.63 5.84
O: 4.82 1.43 6.13
C: 3.26 -1.35 4.49
C: 2.11 -1.63 3.78
H: -0.07 -1.55 2.02
H: -2.43 -1.93 1.95
H: -4.73 -1.48 2.80
H: -3.13 0.72 6.11
H: -0.82 0.24 5.37
H: 0.54 1.41 4.14
H: 2.66 1.91 5.33
H: 4.04 -2.10 4.65
H: 1.96 -2.62 3.35

Properties
- Highest occupied orbital energy: -0.232 Ha
- Calculated total energy: -2738.6072 Eh
- Orbital gap: 4.03 eV

Which charges does Löwdin predict for the atoms? In e, they are: number 1, F, carries 0.1327; number 2, C, carries -0.5291; number 3, F, carries 0.1193; number 4, F, carries 0.1078; number 5, C, carries -0.0175; number 6, N, carries -0.0447; number 7, C, carries -0.2460; number 8, C, carries -0.0102; number 9, C, carries -0.0773; number 10, C, carries -0.0770; number 11, C, carries -0.0639; number 12, C, carries -0.0176; number 13, C, carries -0.1997; number 14, C, carries 0.0270; number 15, C, carries 0.0052; number 16, C, carries -0.1826; number 17, C, carries 0.0674; number 18, C, carries -0.2020; number 19, C, carries 0.0103; number 20, C, carries 0.0058; number 21, C, carries -0.1937; number 22, N, carries -0.0422; number 23, C, carries -0.0159; number 24, C, carries -0.5281; number 25, F, carries 0.1326; number 26, F, carries 0.1058; number 27, F, carries 0.1173; number 28, C, carries -0.2500; number 29, C, carries -0.0243; number 30, C, carries -0.0687; number 31, C, carries -0.0789; number 32, C, carries -0.0736; number 33, C, carries -0.0043; number 34, C, carries 0.0162; number 35, C, carries -0.0181; number 36, C, carries -0.0060; number 37, C, carries 0.0022; number 38, H, carries 0.1547; number 39, H, carries 0.1240; number 40, H, carries 0.1219; number 41, H, carries 0.1062; number 42, H, carries 0.1061; number 43, H, carries 0.1109; number 44, H, carries 0.1206; number 45, H, carries 0.1219; number 46, H, carries 0.1000; number 47, H, carries 0.0945; number 48, H, carries 0.1189; number 49, H, carries 0.1089; number 50, H, carries 0.1258; number 51, H, carries 0.1550; number 52, H, carries 0.1200; number 53, H, carries 0.1079; number 54, H, carries 0.1059; number 55, H, carries 0.1077; number 56, H, carries 0.1249; number 57, H, carries 0.1173; number 58, H, carries 0.1195; number 59, H, carries 0.1145; number 60, H, carries 0.1073; number 61, C, carries -0.0988; number 62, C, carries -0.2176; number 63, C, carries -0.0680; number 64, C, carries -0.0106; number 65, C, carries -0.1833; number 66, N, carries -0.3418; number 67, O, carries 0.0259; number 68, O, carries 0.0203; number 69, C, carries 0.0027; number 70, C, carries -0.0223; number 71, C, carries -0.2208; number 72, C, carries -0.0556; number 73, C, carries 0.0066; number 74, C, carries -0.1729; number 75, N, carries -0.3313; number 76, O, carries 0.0404; number 77, O, carries 0.0358; number 78, C, carries 0.0045; number 79, C, carries -0.0081; number 80, H, carries 0.1041; number 81, H, carries 0.1139; number 82, H, carries 0.1164; number 83, H, carries 0.1185; number 84, H, carries 0.0977; number 85, H, carries 0.1186; number 86, H, carries 0.1194; number 87, H, carries 0.1174; number 88, H, carries 0.1156

---

The following is a DFT calculation (the ωB97M-V functional and the def2-TZVPD basis) of a molecular structure, C23H21Cl2N5O5V at a distorted geometry.

Positions of all 57 atoms, in Å:
V: 0.51 0.48 0.18
O: -2.69 -0.55 -1.67
C: -3.91 0.17 -1.68
C: -3.76 1.59 -2.24
N: -3.00 2.60 -1.54
C: -3.65 3.39 -0.61
C: -7.17 3.65 0.70
O: -7.71 2.95 1.40
O: -0.79 0.93 0.89
C: -1.66 2.91 -2.05
C: -0.39 2.01 -2.33
O: 0.05 2.24 -3.44
O: 0.26 1.18 -1.55
H: -2.88 -1.45 -1.39
H: -4.60 -0.32 -2.38
H: -4.38 0.20 -0.69
H: -3.35 1.49 -3.25
H: -4.78 1.97 -2.35
H: -2.96 4.12 -0.19
H: -4.58 3.82 -0.98
H: -1.85 3.25 -3.07
H: -1.28 3.77 -1.50
Cl: 4.51 2.15 1.61
C: 3.08 2.67 2.45
C: 3.23 3.56 3.50
C: 2.11 4.01 4.20
C: 0.85 3.55 3.82
C: 0.77 2.68 2.78
Cl: -4.49 2.75 1.04
C: 1.83 2.17 2.03
N: 1.73 1.31 0.97
H: 4.22 3.89 3.77
H: 2.22 4.70 5.02
H: -0.04 3.88 4.35
C: -0.22 -2.88 2.75
C: -0.28 -1.66 2.10
N: 0.62 -1.36 1.12
C: 1.55 -2.24 0.78
C: 1.65 -3.54 1.34
C: 0.73 -3.81 2.38
C: 2.64 -4.47 0.94
C: 3.30 -4.60 -0.28
C: 3.02 -4.03 -1.54
C: 3.94 -4.18 -2.61
C: 3.61 -3.67 -3.83
N: 2.44 -3.02 -4.08
C: 1.65 -2.93 -3.02
N: 1.84 -3.37 -1.79
H: -0.92 -3.09 3.55
H: -1.00 -0.88 2.33
H: 2.29 -1.91 0.06
H: 0.77 -4.77 2.87
H: 2.94 -5.17 1.72
H: 4.13 -5.30 -0.29
H: 4.88 -4.69 -2.46
H: 4.29 -3.75 -4.67
H: 0.70 -2.41 -3.19

Properties
- Highest occupied orbital energy (spin up / spin down): -0.087 / -0.185 Ha
- Relative energy (zero: lowest compared OMol25 entry of this formula, charge and spin): 0.0 kcal/mol
- Calculated total energy: -3403.3692 Eh
- Orbital gap (spin up / spin down): 4.80 / 6.88 eV
- Multiplicity: 3
- Net charge: -1

Which charges does Löwdin predict for the atoms? In e, they are: number 1, V, carries 0.9195; number 2, O, carries -0.0595; number 3, C, carries -0.2411; number 4, C, carries -0.1576; number 5, N, carries -0.1816; number 6, C, carries -0.4283; number 7, C, carries -0.0984; number 8, O, carries -0.0080; number 9, O, carries -0.3118; number 10, C, carries -0.0466; number 11, C, carries -0.5439; number 12, O, carries 0.0549; number 13, O, carries -0.1537; number 14, H, carries 0.0885; number 15, H, carries 0.1140; number 16, H, carries 0.0997; number 17, H, carries 0.1328; number 18, H, carries 0.1234; number 19, H, carries 0.0742; number 20, H, carries 0.0545; number 21, H, carries 0.1184; number 22, H, carries 0.1264; number 23, Cl, carries 0.6621; number 24, C, carries -0.6119; number 25, C, carries -0.1367; number 26, C, carries -0.1122; number 27, C, carries -0.1179; number 28, C, carries 0.1189; number 29, Cl, carries 0.3775; number 30, C, carries -0.3986; number 31, N, carries -0.0995; number 32, H, carries 0.0947; number 33, H, carries 0.0956; number 34, H, carries 0.0959; number 35, C, carries -0.0841; number 36, C, carries -0.1380; number 37, N, carries -0.0571; number 38, C, carries -0.0705; number 39, C, carries -0.2243; number 40, C, carries -0.0435; number 41, C, carries -0.1024; number 42, C, carries -0.0985; number 43, C, carries -0.3168; number 44, C, carries -0.0554; number 45, C, carries -0.1870; number 46, N, carries 0.0310; number 47, C, carries -0.2511; number 48, N, carries 0.0910; number 49, H, carries 0.0976; number 50, H, carries 0.0908; number 51, H, carries 0.1171; number 52, H, carries 0.1049; number 53, H, carries 0.0880; number 54, H, carries 0.0846; number 55, H, carries 0.0931; number 56, H, carries 0.0888; number 57, H, carries 0.0981

---

The following is a DFT calculation (the ωB97M-V functional and the def2-TZVPD basis) of a molecular structure, C26H55EuN11O2P at a distorted geometry.

Positions of all 96 atoms, in Å:
Eu: 0.00 0.02 -1.69
C: 1.97 2.72 -0.24
O: 2.03 1.76 -1.32
C: 3.28 1.14 -1.45
C: 3.49 0.65 -2.86
O: 2.37 -0.16 -3.20
C: 2.64 -0.86 -4.35
H: 1.57 3.69 -0.64
H: 2.96 3.11 0.12
H: 1.33 2.35 0.52
H: 3.35 0.26 -0.78
H: 4.09 1.85 -1.21
H: 4.37 0.01 -2.91
H: 3.60 1.48 -3.57
H: 3.52 -1.53 -4.24
H: 2.83 -0.19 -5.22
H: 1.80 -1.48 -4.51
C: 1.55 2.55 -5.84
N: 0.33 1.74 -5.95
C: -0.12 1.61 -7.34
C: -0.39 1.52 -4.83
N: -0.07 1.87 -3.66
N: -1.63 0.85 -5.04
C: -2.60 0.58 -4.02
N: -3.88 0.80 -4.45
N: -2.27 0.21 -2.85
H: 1.49 3.38 -6.60
H: 2.40 1.96 -6.03
H: 1.67 2.97 -4.85
H: 0.37 0.76 -7.81
H: 0.13 2.41 -8.00
H: -1.20 1.42 -7.33
H: 0.77 2.42 -3.65
H: -1.81 0.24 -5.80
H: -4.00 0.99 -5.42
H: -4.64 0.38 -3.98
H: -3.09 -0.02 -2.29
N: 0.14 0.17 0.65
P: -0.47 -0.09 1.99
N: 0.56 0.00 3.31
C: 1.78 -0.70 3.15
C: 2.67 -0.65 4.44
C: 2.83 0.75 4.98
C: 1.46 1.41 5.15
C: 0.75 1.41 3.83
N: -1.77 0.93 2.44
C: -2.76 0.58 3.52
C: -3.63 1.75 3.92
C: -4.24 2.54 2.69
C: -3.25 2.71 1.53
C: -1.81 2.28 1.87
N: -1.15 -1.61 2.20
C: -1.47 -2.20 3.48
C: -0.87 -3.61 3.54
C: -0.94 -4.20 2.15
C: -2.13 -3.66 1.35
C: -1.88 -2.18 1.10
H: 2.40 -0.26 2.34
H: 1.59 -1.76 2.93
H: 3.65 -1.04 4.17
H: 2.29 -1.26 5.31
H: 3.40 1.31 4.26
H: 3.41 0.76 5.97
H: 1.51 2.43 5.55
H: 0.83 0.89 5.91
H: 1.43 1.82 3.09
H: -0.18 1.99 3.89
H: -2.18 0.16 4.33
H: -3.44 -0.17 3.07
H: -3.06 2.50 4.43
H: -4.44 1.48 4.56
H: -4.44 3.55 3.10
H: -5.10 1.95 2.33
H: -3.17 3.76 1.19
H: -3.52 2.20 0.59
H: -1.44 3.04 2.59
H: -1.13 2.25 0.97
H: -2.55 -2.38 3.55
H: -1.17 -1.60 4.34
H: -1.42 -4.20 4.22
H: 0.18 -3.64 3.85
H: -0.86 -5.30 2.22
H: -0.10 -3.91 1.54
H: -3.07 -3.81 1.96
H: -2.22 -4.30 0.48
H: -2.85 -1.66 0.93
H: -1.27 -2.12 0.23
N: 2.28 -3.67 -0.17
C: 1.78 -4.49 -1.13
C: 0.98 -3.70 -1.90
N: 0.92 -2.41 -1.36
C: 1.74 -2.44 -0.31
H: 2.75 -3.96 0.66
H: 2.04 -5.55 -1.16
H: 0.42 -4.01 -2.81
H: 1.96 -1.58 0.28

Properties
- Highest occupied orbital energy (spin up / spin down): -0.316 / -0.342 Ha
- Relative energy (zero: lowest compared OMol25 entry of this formula, charge and spin): 35.6 kcal/mol
- Calculated total energy: -2828.0266 Eh
- Orbital gap (spin up / spin down): 6.51 / 7.19 eV
- Multiplicity: 8
- Net charge: +1

Which charges does Löwdin predict for the atoms? In e, they are: number 1, Eu, carries 1.4755; number 2, C, carries -0.0820; number 3, O, carries -0.3028; number 4, C, carries -0.2142; number 5, C, carries -0.1841; number 6, O, carries -0.2845; number 7, C, carries -0.1252; number 8, H, carries 0.0981; number 9, H, carries 0.1075; number 10, H, carries 0.0231; number 11, H, carries 0.1271; number 12, H, carries 0.1386; number 13, H, carries 0.1346; number 14, H, carries 0.1332; number 15, H, carries 0.1091; number 16, H, carries 0.0955; number 17, H, carries 0.0747; number 18, C, carries -0.0206; number 19, N, carries -0.1314; number 20, C, carries -0.0370; number 21, C, carries -0.4506; number 22, N, carries 0.0671; number 23, N, carries 0.1221; number 24, C, carries -0.5013; number 25, N, carries 0.1682; number 26, N, carries 0.0143; number 27, H, carries 0.1149; number 28, H, carries 0.0603; number 29, H, carries 0.0707; number 30, H, carries 0.0898; number 31, H, carries 0.0806; number 32, H, carries 0.0869; number 33, H, carries 0.0209; number 34, H, carries 0.1190; number 35, H, carries 0.1006; number 36, H, carries 0.0969; number 37, H, carries 0.0741; number 38, N, carries -0.3826; number 39, P, carries 0.4661; number 40, N, carries -0.2085; number 41, C, carries -0.2500; number 42, C, carries -0.1865; number 43, C, carries -0.2227; number 44, C, carries -0.1969; number 45, C, carries -0.1937; number 46, N, carries -0.2121; number 47, C, carries -0.1830; number 48, C, carries -0.1721; number 49, C, carries -0.1651; number 50, C, carries -0.2000; number 51, C, carries -0.2544; number 52, N, carries -0.2170; number 53, C, carries -0.2210; number 54, C, carries -0.1707; number 55, C, carries -0.2153; number 56, C, carries -0.1813; number 57, C, carries -0.2466; number 58, H, carries 0.1019; number 59, H, carries 0.0990; number 60, H, carries 0.1002; number 61, H, carries 0.1260; number 62, H, carries 0.0964; number 63, H, carries 0.1316; number 64, H, carries 0.1112; number 65, H, carries 0.1235; number 66, H, carries 0.1080; number 67, H, carries 0.1042; number 68, H, carries 0.0931; number 69, H, carries 0.1122; number 70, H, carries 0.0963; number 71, H, carries 0.0964; number 72, H, carries 0.1114; number 73, H, carries 0.1046; number 74, H, carries 0.1086; number 75, H, carries 0.0958; number 76, H, carries 0.1030; number 77, H, carries 0.0909; number 78, H, carries 0.1096; number 79, H, carries 0.1008; number 80, H, carries 0.0959; number 81, H, carries 0.1028; number 82, H, carries 0.1215; number 83, H, carries 0.0827; number 84, H, carries 0.1270; number 85, H, carries 0.1064; number 86, H, carries 0.1191; number 87, H, carries 0.0538; number 88, N, carries 0.0645; number 89, C, carries -0.1090; number 90, C, carries -0.1411; number 91, N, carries -0.0581; number 92, C, carries -0.2147; number 93, H, carries 0.1552; number 94, H, carries 0.1241; number 95, H, carries 0.1117; number 96, H, carries 0.0774

---

The following is a DFT calculation (the ωB97M-V functional and the def2-TZVPD basis) of a single C5H7NS molecule at a distorted geometry.

Positions of all 14 atoms, in Å:
C: 0.10 0.64 2.17
C: 0.00 0.21 0.72
C: -0.41 0.92 -0.37
C: -0.37 0.04 -1.48
S: -0.76 0.49 -3.12
C: 0.21 -1.15 -1.07
N: 0.41 -1.03 0.27
H: 1.16 0.53 2.58
H: -0.59 0.11 2.80
H: -0.13 1.68 2.23
H: -0.66 1.97 -0.37
H: -0.40 -0.69 -3.63
H: 0.67 -1.98 -1.62
H: 0.76 -1.75 0.89

Properties
- Highest occupied orbital energy: -0.278 Ha
- Relative energy (zero: lowest compared OMol25 entry of this formula, charge and spin): 3.8 kcal/mol
- Calculated total energy: -647.6510 Eh
- Orbital gap: 8.50 eV
- SMILES: Cc1cc(S)c[nH]1

Which charges does Löwdin predict for the atoms? In e, they are: number 1, C, carries -0.0302; number 2, C, carries -0.3191; number 3, C, carries -0.0878; number 4, C, carries -0.6786; number 5, S, carries 0.7653; number 6, C, carries -0.1539; number 7, N, carries 0.0331; number 8, H, carries 0.0969; number 9, H, carries 0.0641; number 10, H, carries 0.0582; number 11, H, carries 0.1103; number 12, H, carries -0.1380; number 13, H, carries 0.1207; number 14, H, carries 0.1591